one.
The following is a DFT calculation (ωB97M-V with the def2-TZVPD basis set) of the molecule C5H9N3O.

- gap between HOMO and LUMO (eV) = 8.78
- total charge = 0
- E_HOMO (eV) = -8.096
- structure (SMILES) = [H]/N=C1\C[C@H]2[C@H](O)[C@@H]2NN1

Cartesian coordinates (Å):
C: -1.96981 -0.16870 0.43866
C: -0.63387 -0.59267 -0.29799
C: 0.71362 -1.21006 -0.06085
C: 1.72663 -0.03780 -0.09330
C: -0.75378 0.67853 0.59876
H: -3.28151 -0.70073 -0.79613
H: -2.30097 -0.59131 1.37484
H: -0.81055 -0.40546 -1.39357
H: 1.07905 -1.89967 -0.82692
H: 0.71091 -1.66837 0.95527
H: 3.31945 -1.05779 0.06869
H: 1.88381 1.96021 0.13545
H: -0.52375 2.09383 -0.89572
H: -0.27148 0.45170 1.54345
N: 3.00484 -0.09153 -0.02770
N: 1.19516 1.30848 -0.30090
N: -0.08600 1.78839 0.00338
O: -3.00173 0.14295 -0.42544

So, what does the Löwdin scheme give us? The charges, in e, come out as: number 1, C, carries -0.26; number 2, C, carries -0.17; number 3, C, carries -0.11; number 4, C, carries -0.39; number 5, C, carries -0.23; number 6, H, carries 0.11; number 7, H, carries 0.14; number 8, H, carries 0.15; number 9, H, carries 0.11; number 10, H, carries 0.13; number 11, H, carries 0.04; number 12, H, carries 0.14; number 13, H, carries 0.14; number 14, H, carries 0.15; number 15, N, carries 0.10; number 16, N, carries -0.01; number 17, N, carries -0.04; number 18, O, carries 0.00

=====

two.
The following is a DFT calculation (ωB97M-V with the def2-TZVPD basis set) of a structure of composition C5H9N3O.

- gap between HOMO and LUMO (eV) = 8.90
- total charge = 0
- E_HOMO (eV) = -8.644

Cartesian coordinates (Å):
C: 0.13292 1.92879 -0.81893
C: 0.90148 -1.26565 0.36312
C: -0.76798 -0.42524 0.34003
C: -0.78037 0.73914 -0.72116
N: 1.82482 -0.37249 0.81207
C: -0.42865 -0.64439 -1.01477
O: -2.14514 1.07780 -0.89969
N: 1.02814 -2.51554 0.37014
N: -1.34791 -0.40586 1.48857
H: -2.55670 1.11298 -0.02013
H: 2.59044 -0.80171 1.31667
H: 1.46691 0.46955 1.23699
H: 0.28146 -3.01949 -0.10200
H: -1.24773 -1.29933 1.97296
H: -0.00567 -1.30282 -1.75591
H: 1.18317 1.63982 -0.80728
H: -0.05948 2.63225 -0.00405
H: -0.06969 2.45219 -1.75662

So, what does the Löwdin scheme give us? The charges, in e, come out as: number 1, C, carries -0.02; number 2, C, carries -0.40; number 3, C, carries -0.42; number 4, C, carries -0.46; number 5, N, carries 0.14; number 6, C, carries 0.08; number 7, O, carries 0.01; number 8, N, carries 0.15; number 9, N, carries 0.12; number 10, H, carries 0.10; number 11, H, carries 0.11; number 12, H, carries 0.10; number 13, H, carries 0.07; number 14, H, carries 0.05; number 15, H, carries 0.12; number 16, H, carries 0.07; number 17, H, carries 0.09; number 18, H, carries 0.09

=====

three.
The following is a DFT calculation (ωB97M-V with the def2-TZVPD basis set) of the molecule C5H9N3O.

- gap between HOMO and LUMO (spin up / spin down) (eV) = 8.95 / 8.10
- total charge = 0
- E_HOMO (spin up / spin down) (eV) = -9.884 / -9.649

Cartesian coordinates (Å):
C: 0.86886 2.36588 3.41021
C: 0.97296 0.32354 -0.81511
C: 0.32927 -1.31722 0.93626
C: -1.40908 0.07447 -0.24718
C: -0.04684 0.12620 0.46558
N: 0.26907 1.34711 3.72777
N: 1.26091 3.24174 2.76208
N: 0.22193 1.08603 1.60288
O: 0.06396 0.57191 2.74193
H: 0.51504 -0.40774 -1.42907
H: 0.72380 1.32313 -1.01219
H: 1.92682 0.11153 -0.38492
H: 0.89721 -1.19655 1.86026
H: 0.75370 -1.93934 0.10460
H: -0.56428 -1.79933 1.40379
H: -2.28942 0.33363 0.45021
H: -1.51169 0.80445 -1.01126
H: -1.57580 -0.91114 -0.72935

So, what does the Löwdin scheme give us? The charges, in e, come out as: number 1, C, carries -0.40; number 2, C, carries 0.00; number 3, C, carries -0.06; number 4, C, carries -0.06; number 5, C, carries -0.50; number 6, N, carries 0.04; number 7, N, carries 0.21; number 8, N, carries 0.12; number 9, O, carries -0.05; number 10, H, carries 0.06; number 11, H, carries 0.06; number 12, H, carries 0.07; number 13, H, carries 0.07; number 14, H, carries 0.10; number 15, H, carries 0.09; number 16, H, carries 0.11; number 17, H, carries 0.06; number 18, H, carries 0.10

=====

four.
The following is a DFT calculation (ωB97M-V with the def2-TZVPD basis set) of the molecule C5H9N3O.

- gap between HOMO and LUMO (spin up / spin down) (eV) = 7.26 / 7.48
- total charge = 0
- E_HOMO (spin up / spin down) (eV) = -7.973 / -8.074

Cartesian coordinates (Å):
C: 0.50923 1.75062 -0.66016
C: -1.08061 -1.72219 -0.63597
C: -0.79470 0.69150 -1.02513
C: -0.97892 -0.33171 -0.07195
N: 1.76472 -0.31110 0.70105
C: -0.63396 -0.17169 1.33331
N: 0.78883 0.58396 1.27131
N: 0.48924 1.73111 0.71205
O: -1.29188 0.93185 -2.10046
H: 2.23253 0.09017 -0.10473
H: 2.44871 -0.46086 1.43421
H: 1.34634 1.32605 -1.22810
H: 0.22596 2.71753 -1.06446
H: -1.72872 -2.34748 -0.01999
H: -0.09241 -2.19852 -0.66656
H: -1.47891 -1.69118 -1.64957
H: -0.49715 -1.11451 1.85947
H: -1.22826 0.52646 1.91570

So, what does the Löwdin scheme give us? The charges, in e, come out as: number 1, C, carries -0.12; number 2, C, carries -0.05; number 3, C, carries -0.33; number 4, C, carries -0.22; number 5, N, carries 0.07; number 6, C, carries -0.08; number 7, N, carries -0.18; number 8, N, carries 0.00; number 9, O, carries 0.07; number 10, H, carries 0.06; number 11, H, carries 0.09; number 12, H, carries 0.10; number 13, H, carries 0.11; number 14, H, carries 0.08; number 15, H, carries 0.08; number 16, H, carries 0.08; number 17, H, carries 0.11; number 18, H, carries 0.11

=====

Which of them is most stable? Easy: one.

=====

one.
The following is a DFT calculation (ωB97M-V with the def2-TZVPD basis set) of a cluster of 2 separate species, C5H9N3O in total.

- gap between HOMO and LUMO (spin up / spin down) (eV) = 7.39 / 5.99
- total charge = 0
- E_HOMO (spin up / spin down) (eV) = -6.942 / -6.732

Cartesian coordinates (Å):
C: 1.44665 -0.65415 -2.42897
C: 0.81995 -0.14875 -0.40508
C: 0.09750 0.58113 -1.33523
C: -1.34571 0.12251 1.68514
C: -0.26678 -0.80096 2.06961
N: 0.59366 0.30804 -2.58376
N: 1.70204 -0.83456 -1.06409
N: -0.96864 1.48745 -1.31746
O: 0.76668 -0.48370 2.88053
H: 2.07577 -1.12661 -3.16446
H: -1.22204 1.27752 1.61300
H: -2.14593 -0.12924 2.35582
H: -1.65045 -0.00180 0.68737
H: -0.46294 -1.79994 1.91020
H: 2.30175 -1.44289 -0.64292
H: -1.69660 1.56487 -0.62674
H: -1.14779 1.77205 -2.24663
H: 1.10288 0.30904 2.61368

So, what does the Löwdin scheme give us? The charges, in e, come out as: number 1, C, carries -0.20; number 2, C, carries -0.06; number 3, C, carries -0.42; number 4, C, carries -0.11; number 5, C, carries -0.14; number 6, N, carries 0.08; number 7, N, carries 0.01; number 8, N, carries 0.08; number 9, O, carries 0.06; number 10, H, carries 0.10; number 11, H, carries 0.13; number 12, H, carries 0.08; number 13, H, carries 0.03; number 14, H, carries 0.09; number 15, H, carries 0.10; number 16, H, carries 0.06; number 17, H, carries 0.06; number 18, H, carries 0.05

=====

two.
The following is a DFT calculation (ωB97M-V with the def2-TZVPD basis set) of a structure of composition C5H9N3O.

- gap between HOMO and LUMO (eV) = 7.78
- total charge = 0
- E_HOMO (eV) = -8.542

Cartesian coordinates (Å):
C: -1.76697 -1.10834 -1.10902
C: -0.32574 0.05481 0.81866
C: 0.79472 1.32988 0.95164
C: -0.33310 -0.84408 -0.78432
N: 0.87956 1.72772 2.23856
C: 0.65867 -0.90410 -1.67735
O: -1.43491 0.36170 1.27836
N: 0.30971 -1.15086 0.92689
N: 1.45525 1.77069 -0.01219
H: 0.08760 1.49137 2.81966
H: 1.33309 2.61507 2.40248
H: 1.30019 -1.08350 0.69604
H: 1.27015 1.37441 -0.93225
H: -1.86491 -1.45545 -2.13417
H: -2.16938 -1.86325 -0.43560
H: -2.36014 -0.20923 -0.95741
H: 1.70257 -0.83742 -1.41135
H: 0.46364 -1.26941 -2.67862

So, what does the Löwdin scheme give us? The charges, in e, come out as: number 1, C, carries -0.05; number 2, C, carries -0.60; number 3, C, carries -0.43; number 4, C, carries -0.23; number 5, N, carries 0.13; number 6, C, carries 0.08; number 7, O, carries 0.01; number 8, N, carries 0.23; number 9, N, carries 0.11; number 10, H, carries 0.10; number 11, H, carries 0.10; number 12, H, carries 0.09; number 13, H, carries 0.02; number 14, H, carries 0.09; number 15, H, carries 0.10; number 16, H, carries 0.09; number 17, H, carries 0.07; number 18, H, carries 0.08

=====

Which of them is most stable? Easy: two.

=====

one.
The following is a DFT calculation (ωB97M-V with the def2-TZVPD basis set) of the molecule C2H2Cl2F2.

- gap between HOMO and LUMO (eV) = 12.12
- total charge = 0
- E_HOMO (eV) = -11.393
- structure (SMILES) = F[C@@H](Cl)[C@@H](F)Cl

Cartesian coordinates (Å):
C: 0.21428 0.17776 0.72874
C: -0.23198 -0.29488 -0.55156
H: -0.73109 0.17356 1.28945
H: -0.39766 -1.36506 -0.34816
F: 1.06124 -0.68267 1.32031
F: -1.46687 0.20589 -0.88669
Cl: 0.86690 1.83545 0.46706
Cl: 0.68517 -0.05004 -2.01915

So, what does the Löwdin scheme give us? The charges, in e, come out as: number 1, C, carries -0.74; number 2, C, carries -0.83; number 3, H, carries 0.14; number 4, H, carries 0.13; number 5, F, carries 0.02; number 6, F, carries -0.06; number 7, Cl, carries 0.65; number 8, Cl, carries 0.69

=====

two.
The following is a DFT calculation (ωB97M-V with the def2-TZVPD basis set) of the molecule C2H2Cl2F2.

- gap between HOMO and LUMO (eV) = 12.09
- total charge = 0
- E_HOMO (eV) = -11.459
- structure (SMILES) = F[C@H](Cl)[C@H](F)Cl

Cartesian coordinates (Å):
C: 0.57930 -0.45655 0.04174
C: -0.47627 0.54885 -0.05489
H: 0.34551 -1.11233 -0.82697
H: -0.59703 1.01981 -1.05727
F: 0.49208 -1.38740 1.00514
F: -0.37900 1.50207 0.96014
Cl: 2.11131 0.15964 -0.05312
Cl: -2.07590 -0.27409 -0.01477

So, what does the Löwdin scheme give us? The charges, in e, come out as: number 1, C, carries -0.94; number 2, C, carries -0.70; number 3, H, carries 0.12; number 4, H, carries 0.12; number 5, F, carries -0.02; number 6, F, carries -0.04; number 7, Cl, carries 0.82; number 8, Cl, carries 0.65

=====

Which of them is most stable? Easy: one.

=====

one.
The following is a DFT calculation (ωB97M-V with the def2-TZVPD basis set) of the molecule C2HNO3.

- gap between HOMO and LUMO (spin up / spin down) (eV) = 7.78 / 7.76
- total charge = 0
- E_HOMO (spin up / spin down) (eV) = -9.139 / -9.164
- structure (SMILES) = O=CC(=O)N=O

Cartesian coordinates (Å):
C: -0.32434 0.27349 0.08794
C: -1.49363 -0.55860 0.04390
N: -2.52592 0.29104 0.19001
O: -1.72834 -1.76136 0.08118
O: -3.61590 0.52140 -0.20594
O: -0.77265 1.39101 0.14544
H: 0.71969 -0.00653 -0.02604

So, what does the Löwdin scheme give us? The charges, in e, come out as: number 1, C, carries -0.08; number 2, C, carries -0.46; number 3, N, carries 0.03; number 4, O, carries 0.11; number 5, O, carries 0.15; number 6, O, carries 0.12; number 7, H, carries 0.15

=====

two.
The following is a DFT calculation (ωB97M-V with the def2-TZVPD basis set) of the molecule C2HNO3.

- gap between HOMO and LUMO (eV) = 10.73
- total charge = 0
- E_HOMO (eV) = -10.634
- structure (SMILES) = O=c1ocno1

Cartesian coordinates (Å):
C: 0.03040 1.05269 -0.01783
C: -0.09633 -0.99248 -0.42174
H: -0.69115 -1.93292 -0.59716
N: 0.66424 -1.00551 0.68392
O: -0.07473 2.30540 0.19371
O: -0.49123 0.27448 -0.85947
O: 0.65880 0.29835 1.01857

So, what does the Löwdin scheme give us? The charges, in e, come out as: number 1, C, carries -0.50; number 2, C, carries -0.07; number 3, H, carries 0.16; number 4, N, carries 0.11; number 5, O, carries 0.09; number 6, O, carries 0.19; number 7, O, carries 0.03

=====

Which of them is most stable? Easy: two.